Entry 1:
Molecular formula: C6H13N3
Method: DFT, ωB97M-V with the def2-TZVPD basis set

Calculated values
2S+1: 1
DFT total energy in a.u.: -400.54763
ΔE to the lowest compared entry with this formula, charge and spin in kcal/mol: 91.23

Last column: Löwdin charge in e.
Atoms and positions in Å:
C (-1.065, 1.875, -0.905)  -0.1007
C (-0.614, 0.312, 1.743)  -0.0553
C (-0.885, -1.875, 0.531)  -0.0452
N (-0.574, 0.496, -0.838)  -0.0211
C (1.274, 0.562, -0.811)  -0.2697
C (1.208, -0.470, 0.079)  -0.3497
C (-0.212, -0.509, 0.527)  -0.3800
N (2.044, -1.598, 0.050)  0.0492
N (2.080, 1.341, -1.364)  0.1172
H (-1.205, -0.094, -1.375)  0.1262
H (2.149, -1.977, -0.886)  0.0745
H (2.973, -1.407, 0.416)  0.0714
H (1.670, 1.806, -2.174)  0.0436
H (-0.678, 2.478, -0.085)  0.0820
H (-2.157, 1.890, -0.907)  0.0787
H (-0.733, 2.329, -1.844)  0.0808
H (-0.135, 1.292, 1.747)  0.0759
H (-1.701, 0.440, 1.804)  0.0816
H (-1.965, -1.782, 0.682)  0.0784
H (-0.494, -2.476, 1.358)  0.0907
H (-0.692, -2.422, -0.394)  0.0814
H (-0.287, -0.211, 2.648)  0.0900

***

Entry 2:
Molecular formula: C6H13N3
Method: DFT, ωB97M-V with the def2-TZVPD basis set

Calculated values
2S+1: 1
DFT total energy in a.u.: -400.57715
ΔE to the lowest compared entry with this formula, charge and spin in kcal/mol: 72.70
SMILES string: CC(C)=CN.CNC#N

Last column: Löwdin charge in e.
Atoms and positions in Å:
C (0.894, -0.403, -1.699)  -0.0739
C (0.551, -0.807, -0.279)  -0.4278
C (0.570, -2.312, -0.095)  -0.0898
C (1.063, -0.060, 0.787)  -0.1816
N (1.620, 1.194, 0.711)  0.0926
H (0.056, -0.681, -2.340)  0.0726
H (1.020, 0.671, -1.832)  0.0632
H (1.780, -0.920, -2.072)  0.0815
H (0.451, -2.590, 0.951)  0.0738
H (1.486, -2.766, -0.478)  0.0751
H (-0.266, -2.739, -0.650)  0.0684
H (1.076, -0.488, 1.780)  0.1189
H (1.838, 1.546, -0.209)  0.0818
H (2.112, 1.536, 1.521)  0.0938
C (-1.818, 2.007, 0.660)  -0.1042
N (-1.474, 0.611, 0.826)  -0.1008
C (-1.650, -0.306, -0.223)  -0.3502
N (-2.478, -0.828, -0.873)  0.1622
H (-1.776, 2.517, 1.623)  0.0823
H (-2.812, 2.092, 0.219)  0.0784
H (-1.117, 2.497, -0.025)  0.0684
H (-1.127, 0.227, 1.698)  0.1150

***

Entry 3:
Molecular formula: C6H13N3
Method: DFT, ωB97M-V with the def2-TZVPD basis set

Calculated values
2S+1: 1
DFT total energy in a.u.: -400.53022
ΔE to the lowest compared entry with this formula, charge and spin in kcal/mol: 102.15

Last column: Löwdin charge in e.
Atoms and positions in Å:
C (-0.951, -0.442, 0.835)  -0.0279
C (1.202, 1.499, 0.562)  -0.0999
C (1.799, -0.768, -0.130)  -0.0810
C (-0.888, -1.833, 1.362)  -0.0673
N (0.768, 0.141, 0.318)  -0.1543
C (-0.689, -0.100, -0.573)  -0.5873
C (-1.307, 1.179, -1.059)  -0.1979
N (-0.806, -1.171, -1.391)  0.0432
N (-0.654, 1.976, -1.791)  0.1112
H (-1.486, 0.291, 1.441)  0.1318
H (-0.934, -0.865, -2.355)  0.0136
H (-1.214, 2.759, -2.124)  0.0513
H (-2.354, 1.314, -0.749)  0.1218
H (1.511, 2.000, -0.366)  0.0816
H (2.046, 1.486, 1.260)  0.0833
H (0.391, 2.085, 0.992)  0.0825
H (1.327, -1.668, -0.523)  0.0681
H (2.397, -0.322, -0.935)  0.0991
H (2.474, -1.012, 0.697)  0.0861
H (-0.474, -2.520, 0.630)  0.0662
H (-0.268, -1.856, 2.261)  0.0863
H (-1.888, -2.173, 1.638)  0.0896

***

HOMO-LUMO gap for the records above, in order: 7.38, 8.04, 8.13 eV
Highest occupied orbital energy for the records above, in order: -0.24389, -0.27497, -0.27304 hartree